Entry 1:
{
  "formula": "C9H25N3O7Y",
  "method": "ωB97M-V with the def2-TZVPD basis set",
  "species": ["H", "H", "H", "H", "H", "O", "N", "C", "H", "C", "H", "C", "O", "O", "H", "H", "Y", "O", "H", "H", "N", "O", "C", "C", "H", "C", "H", "H", "H", "H", "H", "H", "H", "C", "H", "C", "N", "H", "O", "H", "H", "C", "O", "H", "H"],
  "positions_angstrom": [[-8.99651, -18.13079, -27.25192], [-9.66458, -19.04151, -25.92390], [-6.98006, -19.59502, -26.61216], [-4.29831, -17.69783, -21.49569], [1.49841, -15.39046, -25.07302], [-1.99541, -15.48748, -23.50960], [-2.64997, -19.24057, -24.55825], [-0.85272, -15.42581, -23.89875], [0.49433, -15.17734, -26.57000], [0.75278, -14.78221, -25.58544], [-7.54344, -20.08420, -25.01639], [-3.26304, -18.37395, -25.39491], [-6.33604, -14.36547, -22.91131], [-6.35066, -16.88459, -24.30284], [-2.89639, -19.55665, -22.53969], [-2.71006, -17.84892, -22.97179], [-4.47056, -15.45710, -23.71721], [-4.48627, -14.49467, -25.64957], [-4.95349, -14.27446, -26.44048], [-6.04160, -19.12027, -25.19463], [-0.41624, -14.51153, -24.79066], [-3.72520, -13.51073, -22.69019], [-2.34915, -18.85897, -23.18030], [-7.39063, -16.93925, -24.91516], [-3.12806, -21.27605, -24.63606], [-1.37862, -13.59508, -25.37851], [-2.27363, -13.50326, -24.76331], [-1.41892, -20.94402, -24.63740], [-9.77974, -17.30450, -25.85926], [-0.98565, -12.59754, -25.59636], [-2.84516, -13.14341, -22.72710], [-8.09597, -16.10266, -25.01538], [1.30694, -13.85640, -25.78321], [-2.37609, -20.57874, -25.01874], [-7.26048, -14.60047, -22.89516], [-7.04957, -19.27569, -25.56169], [-7.82777, -18.06580, -25.53888], [-0.05884, -16.10600, -23.55029], [-4.28876, -16.90321, -22.00759], [-3.34748, -18.79942, -26.40915], [-1.27925, -18.96071, -22.98889], [-9.12371, -18.11763, -26.15818], [-3.64205, -17.27552, -25.09593], [-2.32160, -20.64754, -26.10251], [-1.69429, -13.96169, -26.36293]],
  "forces_ev_per_a": [[-0.250, 0.199, 0.102], [0.218, -0.013, 0.264], [0.092, -0.109, 0.130], [-0.164, -0.363, 0.330], [-0.379, -0.438, 0.062], [0.392, -0.682, 0.141], [0.242, 0.380, -0.512], [-0.325, 0.169, -0.244], [-0.032, -0.347, 0.033], [0.739, 0.830, -0.016], [0.050, 0.067, 0.171], [0.638, -0.953, 0.318], [0.548, -0.414, -0.499], [-0.148, -0.447, -0.493], [0.121, 0.143, 0.250], [-0.078, -0.052, 0.086], [-1.191, 2.958, 2.644], [0.452, -0.484, -0.079], [-0.294, 0.172, -0.406], [-0.072, 0.236, 0.251], [0.329, 0.321, -0.293], [-0.192, -0.652, -0.450], [-0.231, -0.660, -0.236], [0.111, -0.273, 0.199], [-0.079, -0.083, -0.149], [-0.522, 0.129, -0.765], [0.021, -0.063, 0.031], [0.073, 0.223, 0.039], [0.260, 0.246, -0.011], [0.475, -0.100, 0.506], [0.342, -0.012, 0.070], [0.143, 0.184, 0.097], [-0.269, 0.136, 0.024], [0.197, -0.387, 0.599], [-0.257, -0.252, 0.022], [-0.057, -0.275, -0.805], [-0.299, 0.240, 0.590], [0.029, -0.057, 0.061], [0.208, 0.353, -0.846], [-0.218, 0.154, -0.137], [0.074, -0.010, -0.044], [-0.109, -0.454, -0.779], [-0.200, 0.529, -0.356], [-0.210, 0.156, -0.078], [-0.178, -0.242, 0.174]],
  "lumo_energy_ev": 2.419,
  "gap_ev": 5.51,
  "total_charge": -1,
  "total_energy_ha": -1087.3460
}

---

Entry 2:
{
  "formula": "C9H26BF3N2O5PtS",
  "method": "ωB97M-V with the def2-TZVPD basis set",
  "species": ["H", "C", "H", "H", "C", "H", "H", "O", "O", "O", "Pt", "F", "H", "H", "H", "H", "O", "H", "F", "H", "N", "N", "C", "H", "C", "H", "H", "C", "H", "C", "C", "S", "F", "C", "C", "H", "H", "B", "H", "H", "H", "H", "H", "H", "O", "H", "H", "H"],
  "positions_angstrom": [[0.67162, -4.71732, -1.83173], [0.25282, 3.27426, -0.13123], [1.25550, 3.53236, 0.20546], [-2.65851, 1.44056, 0.31273], [-0.42027, 0.00903, -3.36373], [0.37738, 2.87082, -1.13784], [-0.02950, 1.02346, -3.23983], [2.57883, 1.07145, -2.07891], [-0.31679, -0.66817, -2.11759], [3.15650, 1.71050, 0.20262], [-0.74725, 0.03963, 0.10708], [4.23879, -0.85927, 0.73887], [-1.15802, 0.62190, 4.78026], [-2.77440, -0.33213, -0.39635], [0.50340, -4.64705, -0.10016], [-0.05482, -2.67082, 0.97860], [-0.39054, 2.26458, 0.63247], [-0.37055, 4.15978, -0.27333], [5.05447, -0.29228, -1.17525], [1.16101, -2.39897, -0.76328], [-0.48364, 0.15828, 2.25449], [-0.63776, -2.29253, 0.23181], [-0.52161, 2.61281, 1.99320], [0.54222, -2.32590, -2.99590], [0.15315, -2.74891, -0.97098], [-1.47923, 0.15670, -3.59808], [0.21803, -0.43397, -4.12699], [0.07291, -4.27261, -1.03132], [-3.74673, 0.99749, -1.18473], [3.96343, -0.66419, -0.53886], [-1.11179, 1.54873, 4.21092], [2.66596, 0.68716, -0.68582], [3.53910, -1.81196, -1.05944], [-0.25941, -2.06608, -2.29170], [-1.16609, 1.41299, 2.71062], [-1.17827, -2.43824, -2.76556], [0.48125, 0.38009, 2.53212], [-2.74562, 0.79240, -0.64510], [-0.92514, -4.68105, -1.19346], [-0.72516, -0.58027, 2.91279], [-1.27326, 3.39620, 2.14815], [-0.20136, 2.06301, 4.54917], [0.45638, 2.87830, 2.40699], [-1.49542, -2.83582, 0.31350], [1.44944, 0.05268, -0.16654], [-1.87944, 2.24884, 4.55370], [-1.82914, 0.95137, -1.31592], [-2.21250, 1.38213, 2.40410]],
  "forces_ev_per_a": [[0.144, 0.291, -0.017], [-0.021, -0.052, -1.365], [-0.058, -0.097, 0.466], [-0.387, 0.955, 0.954], [-0.141, 1.328, 0.471], [0.022, -0.184, 0.089], [0.087, -0.160, 0.301], [0.131, -0.712, 0.408], [0.573, -0.774, -1.075], [0.248, -0.110, 0.136], [0.209, -1.630, 0.674], [0.213, -0.245, 0.540], [-0.337, -0.111, -0.200], [-0.133, -2.280, 0.749], [-0.235, -0.258, 0.001], [-0.223, 0.523, 0.334], [0.459, 1.388, 0.357], [-0.117, 0.045, 0.485], [0.561, 0.072, -0.187], [0.110, -0.149, -0.057], [0.607, 1.190, 1.384], [0.768, -0.367, -0.649], [-0.924, -0.922, 0.322], [0.041, 0.116, -0.021], [-1.157, 0.074, -0.324], [0.128, -0.500, -0.490], [-0.365, -0.369, -0.087], [0.800, -0.120, -0.343], [-0.978, 0.087, -0.660], [-1.083, 1.060, -0.276], [0.480, 1.348, 0.780], [-0.026, 1.220, -0.349], [-0.186, -0.551, -0.225], [0.336, -0.398, 0.277], [-0.055, -0.341, -0.097], [-0.203, -0.084, 0.453], [0.167, -0.515, -0.654], [-0.952, 1.049, 0.324], [-0.198, 0.319, 0.283], [-0.353, -0.165, -0.397], [0.469, 0.485, -0.249], [0.202, -0.319, -0.220], [-0.035, 0.050, 0.100], [-0.192, 0.323, -0.303], [0.683, -0.869, 0.419], [-0.257, -0.380, 0.019], [1.044, 1.029, -1.863], [0.131, -0.293, -0.218]],
  "lumo_energy_ev": [-0.178, -0.238],
  "gap_ev": [8.03, 8.18],
  "multiplicity": 3,
  "total_charge": 0,
  "total_energy_ha": -1686.0024
}

---

Entry 3:
{
  "formula": "C9H26BrCdN4O3",
  "method": "ωB97M-V with the def2-TZVPD basis set",
  "species": ["C", "H", "H", "H", "H", "H", "H", "N", "H", "H", "C", "H", "H", "N", "H", "H", "Br", "O", "O", "H", "C", "H", "N", "C", "H", "H", "H", "H", "O", "H", "C", "H", "N", "C", "C", "H", "H", "H", "H", "C", "H", "H", "Cd", "C"],
  "positions_angstrom": [[-29.82951, -3.77470, 16.83277], [-31.01054, -3.07199, 23.61645], [-29.54870, -4.25851, 15.89727], [-30.48050, -6.17393, 16.54300], [-30.23934, -6.62796, 24.59221], [-28.19616, -5.29828, 23.53782], [-29.10998, -2.96039, 16.91806], [-29.53967, -6.93440, 25.25301], [-29.69102, -5.17390, 26.20419], [-29.86523, -3.44387, 22.12728], [-29.67560, -7.13566, 18.40006], [-22.25521, -6.57505, 18.98169], [-29.68047, -8.45271, 16.75766], [-30.01395, -7.10365, 19.76108], [-27.71244, -6.54986, 27.00431], [-29.65283, -7.88197, 20.29390], [-27.87334, -10.98528, 22.92284], [-30.15950, -4.90301, 23.52358], [-23.61789, -8.41998, 19.82634], [-31.38045, -5.69106, 17.93542], [-23.69187, -7.29182, 20.19535], [-28.85583, -7.43940, 24.70761], [-24.49624, -6.90702, 21.09759], [-30.60827, -3.74995, 22.86370], [-29.52471, -9.30427, 18.30677], [-28.61421, -3.79374, 24.42359], [-31.09383, -8.72749, 17.87381], [-24.62042, -5.95245, 21.40336], [-29.54676, -4.80290, 17.84253], [-30.86076, -3.42649, 16.77461], [-28.98734, -5.59535, 25.48635], [-27.11891, -5.05171, 26.64702], [-22.93941, -6.33908, 19.68617], [-28.93836, -4.80112, 24.16237], [-30.03316, -8.49139, 17.78829], [-26.88341, -6.20395, 25.37787], [-28.59391, -7.00523, 18.43246], [-25.13826, -7.60168, 21.45164], [-23.07098, -5.41554, 20.07330], [-30.37794, -5.96673, 17.60820], [-31.43414, -4.09231, 22.24013], [-29.91666, -6.20224, 20.20613], [-25.00031, -13.54147, 23.93411], [-27.59492, -5.89265, 26.14271]],
  "forces_ev_per_a": [[1.218, -1.369, 0.016], [0.453, 0.707, -0.427], [-0.360, 0.131, -0.416], [0.457, -0.234, -0.158], [-0.985, -1.166, -0.332], [0.501, 0.159, -0.171], [-0.277, 0.028, 0.583], [-0.400, 0.844, -0.643], [0.219, 0.621, -0.028], [0.214, 0.880, 0.440], [-1.159, 0.131, -1.269], [-0.205, 0.316, 0.288], [-0.279, -0.393, -0.053], [-0.988, 0.093, 1.487], [-0.116, -0.668, -0.596], [-0.058, 0.141, 0.200], [0.795, -0.670, 0.265], [-0.580, -0.450, 0.058], [0.102, -3.638, -0.999], [-0.213, -0.588, 0.460], [2.236, -0.526, -2.454], [0.172, -0.389, -0.158], [-4.536, 1.557, 4.839], [-0.718, -0.933, -0.548], [0.243, 0.006, -0.022], [-0.160, 0.344, -0.406], [-0.080, 0.328, -0.269], [0.057, -0.326, -0.131], [-0.946, 0.684, -0.945], [-0.032, -0.076, 0.397], [1.405, -1.278, 1.128], [-0.118, 0.600, -0.385], [1.469, 2.352, -0.840], [1.019, -0.529, 1.493], [0.480, 0.209, 0.130], [-0.047, -0.542, 0.143], [0.451, 0.282, -1.205], [0.169, 0.274, -0.009], [0.681, -0.026, -0.656], [1.528, 0.643, 0.966], [-0.290, 0.108, 0.140], [0.039, -0.064, 0.179], [-0.817, 0.759, -0.322], [-0.545, 1.670, 0.228]],
  "lumo_energy_ev": -9.167,
  "gap_ev": 2.07,
  "total_charge": 1,
  "total_energy_ha": -3544.5158
}